The following is a quantum chemistry calculation of C33H45BN12O2Pb as an isolated structure, from the Open Molecules 2025 dataset.

Last column: Mulliken spin population.
Positions of all 94 atoms, in Å:
Pb -0.48111 -0.15397 0.51131  0.0178
O 1.69489 0.03155 -1.05352  -0.0741
O 1.35478 -0.54017 2.16994  0.0364
N -2.33477 -1.36341 1.75736  -0.0020
N -3.51658 -0.69987 1.83808  0.0010
N 2.63981 -0.61572 1.76541  0.2635
N -4.77887 -4.80890 -1.51578  0.0001
N -2.50923 1.14403 -0.67226  0.0101
N -1.41373 -1.94793 -1.25990  0.0013
N -1.43707 1.62375 2.14307  0.0004
N 2.64937 -0.99915 -2.82905  0.0212
N -2.77288 1.68312 2.31578  0.0006
N -3.66480 1.07921 0.02068  -0.0035
N 3.21373 1.19873 -2.25389  0.0252
N -4.19608 -1.68492 -4.67005  0.0001
C -3.06572 2.58410 3.26450  0.0002
C -3.46631 -2.83180 -2.49264  0.0004
C -0.19038 -3.38535 1.60462  -0.0031
C -0.43021 1.01188 -2.66823  0.0045
C -2.58015 -2.63455 2.08032  -0.0004
C -2.83699 1.28595 -1.95101  0.0003
C 2.49530 0.06473 -1.98543  -0.0561
C -4.48877 -1.55220 2.19122  0.0001
C 5.20366 -0.68424 0.62843  0.4560
C 1.01367 4.06016 2.59437  -0.0008
C -1.83404 1.45296 -3.05658  -0.0004
C -4.71309 1.20358 -0.81180  0.0007
C -1.81828 2.91446 -3.51832  -0.0001
C -0.88615 2.48669 2.98698  -0.0006
C -2.34659 -2.35134 -1.82197  -0.0005
C -4.23442 1.34016 -2.09301  -0.0001
C 1.90582 -2.21807 -2.58164  0.0394
C 3.45255 0.49624 1.81159  0.1301
C -1.39152 -4.11996 3.66716  0.0017
C 1.15108 2.31954 4.41817  0.0143
C -3.94377 -2.80136 2.35732  -0.0003
C -4.18974 -3.91696 -1.95418  0.0000
C -1.55029 -3.72515 2.19372  -0.0003
C -1.88845 3.12942 3.73158  -0.0003
C 4.06283 0.27415 -4.33459  -0.0094
C -3.86778 -2.20663 -3.69259  0.0001
C 4.37751 -1.83547 0.68535  -0.0826
C 0.60216 2.65497 3.03325  -0.0358
C 4.32039 1.22572 -3.18520  0.0300
C 4.69795 0.47599 1.26365  -0.0809
C 3.13608 -1.78860 1.23872  0.1661
C 3.10846 2.32986 -1.35948  0.0346
C 3.74815 -1.09393 -3.76537  0.0128
B -3.75600 0.79850 1.52831  -0.0002
H -4.08925 2.76965 3.53984  0.0000
H -0.40854 -0.01932 -2.31859  -0.0029
H -1.14265 3.04275 -4.36637  0.0000
H -4.79683 1.42939 -3.00512  -0.0001
H 0.24115 1.09595 -3.52571  -0.0006
H 0.60531 4.30022 1.61213  0.0001
H 0.90947 1.29100 4.68206  -0.0028
H 4.43193 2.25049 -3.54775  0.0007
H 4.72769 -2.78589 0.30085  -0.0061
H 0.27168 -2.54552 2.12692  0.0011
H -2.81212 3.24940 -3.81512  0.0000
H 2.76836 3.21512 -1.90527  0.0013
H 4.92997 0.22715 -4.99375  -0.0005
H 2.10127 4.14389 2.54546  0.0005
H -0.72944 -4.98267 3.76044  0.0001
H 0.47739 -4.24301 1.71546  0.0014
H -0.95338 -3.29164 4.22658  -0.0003
H -1.96242 -4.58479 1.65398  0.0003
H -1.77013 3.87971 4.49333  -0.0001
H 2.23705 2.42705 4.43619  0.0018
H 1.52726 -2.60276 -3.53090  0.0015
H -1.47427 3.55602 -2.70460  0.0000
H -4.45033 -3.71293 2.61941  0.0000
H 5.30399 1.37078 1.34607  -0.0016
H 3.20657 0.62736 -4.91359  -0.0006
H 0.72928 2.98587 5.17443  0.0016
H -5.50223 -1.20642 2.29327  0.0000
H 2.53699 -2.97731 -2.11256  -0.0045
H 2.40335 2.09564 -0.56820  -0.0224
H 1.01340 1.92258 2.33474  0.0181
H -2.35035 -4.36941 4.12138  0.0001
H 3.03565 1.34910 2.32474  0.0566
H -5.71976 1.16363 -0.43449  0.0002
H 1.06382 -2.00882 -1.93043  -0.0180
H 3.45323 -1.78437 -4.55849  0.0003
H 0.64944 4.80827 3.30227  0.0000
H 2.47258 -2.63608 1.30915  0.0398
H 6.20486 -0.72209 0.22500  0.0298
H 4.07935 2.54528 -0.90522  0.0017
H -4.87754 1.05500 1.88145  0.0000
H -2.18420 0.83444 -3.88985  0.0001
H 4.63522 -1.51623 -3.27270  -0.0025
H -0.03187 1.64537 -1.87316  -0.0006
H 5.25230 0.95376 -2.66925  -0.0082
H -0.25771 -3.15537 0.54162  -0.0026

Values from the calculation:
2S+1: 2
Orbital gap (alpha / beta) (hartree): 0.164 / 0.270
Charge: -1
Energy relative to the best compared isomer or geometry (same formula, charge and spin) (kJ/mol): 14.8
Expectation value of S²: 0.764
HOMO (alpha / beta) (eV): -2.09 / -4.98

=====

The following is a quantum chemistry calculation of C27H29BFeO5S as an isolated structure at a distorted geometry, from the Open Molecules 2025 dataset.

Last column: Mulliken spin population.
Positions of all 64 atoms, in Å:
Fe 1.63310 -3.92266 3.50681  1.1283
S -2.83760 2.91108 -2.25369  -0.0552
O -0.79434 -4.97531 4.76729  0.0136
O 0.36485 0.70342 -1.46499  0.2987
O -0.57724 2.59731 -0.35047  0.1644
O 2.05019 -2.39615 5.96101  0.0061
O 2.90080 -5.91352 5.18760  0.0076
C -3.31841 -1.35240 1.62318  0.0217
C -1.81193 1.51025 -2.23822  0.6004
C -1.85623 -1.01961 -0.29133  0.0439
C 2.20812 1.18773 -0.05911  0.0488
C 0.34812 3.81388 -2.22244  0.0032
C 2.12423 -4.52030 1.37303  0.1281
C -1.74625 0.32466 0.03018  0.2378
C 2.91619 -2.54931 2.60634  0.2053
C -2.44097 0.85734 1.10846  0.0234
C 0.31549 -2.87149 1.89185  0.4853
C 0.78020 -4.18448 1.64053  -0.1127
C 2.49343 -5.15530 4.40031  -0.0443
C 0.63283 3.03654 -0.94873  0.0179
C 2.24279 -1.51273 1.85728  0.1113
C -2.63206 -1.86861 0.51789  0.0157
C -3.23274 2.71341 -3.94091  0.2784
C 2.31333 1.68435 -2.47430  0.0115
C 1.40278 1.65213 -1.25834  -0.0455
C -1.84192 0.86222 -3.45343  -0.0018
C 0.95825 -1.67340 1.41307  0.1284
C 1.33567 3.95611 0.04472  0.0109
C 1.84718 -2.87012 4.92335  -0.0387
C -2.67330 1.54698 -4.41719  0.1673
C -3.23206 0.01329 1.90872  0.0141
C -4.05912 3.69929 -4.67571  0.0221
C 3.12906 -3.85904 2.05853  -0.0716
C 0.08050 -4.48524 4.17724  -0.0186
B -0.82170 1.30664 -0.93207  0.0544
H 1.77633 2.00545 -3.37153  0.0003
H 2.34458 -5.43875 0.82553  -0.0009
H 2.72001 0.68273 -2.65453  0.0000
H -3.54719 4.66878 -4.72974  0.0296
H -1.33857 -1.40812 -1.17211  0.0031
H -3.90924 -2.01639 2.25798  0.0005
H 0.01886 -4.96360 1.51741  0.0169
H -5.02196 3.84927 -4.17350  0.0254
H 4.11626 -4.31631 2.19135  0.0079
H -0.12506 3.18647 -2.98681  0.0051
H -4.24544 3.35192 -5.69639  -0.0020
H 1.48321 3.45875 1.00861  -0.0014
H 2.57796 0.17677 -0.25383  -0.0053
H 3.07048 1.83785 0.12649  0.0050
H 2.30381 4.27173 -0.36401  -0.0007
H -2.38339 1.92773 1.31461  0.0009
H -2.83205 1.20385 -5.43495  0.0067
H 2.76488 -0.56128 1.75470  0.0207
H 1.58339 1.15354 0.84361  -0.0068
H 0.72011 4.84852 0.20428  0.0000
H 3.15155 2.36822 -2.28558  -0.0006
H 1.28451 4.22711 -2.62210  0.0045
H -1.32401 -0.06437 -3.67736  0.0016
H -0.73403 -2.76948 2.19524  -0.0057
H -2.67781 -2.93055 0.27661  0.0014
H -0.31863 4.65457 -2.00133  0.0036
H -3.77322 0.43994 2.75179  0.0026
H 3.70264 -2.18275 3.28469  0.0049
H 0.41078 -0.90857 0.85443  0.0222

Values from the calculation:
2S+1: 5
Orbital gap (alpha / beta) (hartree): 0.237 / 0.205
Charge: +2
Energy relative to the best compared isomer or geometry (same formula, charge and spin) (kJ/mol): 0.0
Expectation value of S²: 6.062
HOMO (alpha / beta) (eV): -12.63 / -14.66

=====

The following is a quantum chemistry calculation of C13H27Cl2N2OP2Tl as an isolated structure at a distorted geometry, from the Open Molecules 2025 dataset.

Last column: natural (NBO) charge in e.
Positions of all 48 atoms, in Å:
Tl -0.73700 -1.23016 -0.21138  0.9738
Cl -2.75935 1.12130 -0.92061  -0.5382
Cl -1.32025 -3.75752 0.45674  -0.3999
P -1.86599 0.46543 1.89169  1.0395
P 0.06979 -0.71735 -2.77045  0.9993
O 0.04130 2.33059 0.25815  -0.3773
N 1.66693 -0.39240 0.69273  -0.5392
N 1.06527 -1.96775 2.31695  -0.8119
C 3.38124 -1.36921 2.09759  -0.2616
C 4.33346 -0.50234 1.51573  -0.0968
C -0.60991 0.63558 3.21954  -0.9860
C -2.86828 1.99054 2.12886  -0.9403
C -0.27278 0.51033 -4.08412  -0.9368
C 2.56367 0.42879 0.15752  0.0448
C -0.67651 -2.26600 -3.40877  -0.9493
C 1.86704 -1.03984 -2.89113  -0.9525
C -0.89573 2.56647 -0.42782  0.9101
C 2.05399 -1.24250 1.65555  0.3747
C -1.53629 3.21756 -1.49416  -0.8346
C -2.96918 -0.79139 2.65549  -0.9551
C 3.89613 0.39976 0.53333  -0.2760
H -3.70337 -1.09424 1.89616  0.2585
H 1.47716 -2.70436 2.88826  0.4112
H -0.25221 -3.14098 -2.88473  0.2730
H 5.37549 -0.56176 1.86113  0.2568
H 0.05924 0.12640 -5.07416  0.2925
H -2.55292 3.50282 -1.10405  0.3412
H -0.01703 -0.29094 3.33735  0.2816
H 3.60189 -2.08887 2.89365  0.2463
H 2.13586 -1.39223 -3.90254  0.2797
H -0.51714 -2.33707 -4.48210  0.2695
H -1.00879 4.05763 -1.93825  0.2889
H -3.48234 -0.35874 3.51589  0.2602
H -1.73660 2.43316 -2.26662  0.3381
H -2.41068 -1.68392 2.96005  0.2628
H 2.21300 1.14448 -0.56656  0.1938
H -3.37599 1.95305 3.10626  0.2782
H 4.58633 1.11853 0.08635  0.2501
H -2.24532 2.89743 2.07413  0.2436
H -1.75803 -2.23911 -3.18868  0.2636
H -1.10008 0.90395 4.17490  0.2663
H 2.42675 -0.11766 -2.65559  0.2586
H 0.29056 -2.35800 1.75338  0.3874
H 2.15789 -1.79633 -2.14131  0.2660
H -1.35409 0.72317 -4.09611  0.2710
H 0.26173 1.44758 -3.85587  0.2555
H 0.09457 1.43046 2.93602  0.2464
H -3.59346 2.03568 1.30163  0.2724

Values from the calculation:
2S+1: 1
Orbital gap (hartree): 0.203
Charge: +2
Energy relative to the best compared isomer or geometry (same formula, charge and spin) (kJ/mol): 105.5
HOMO (eV): -14.64

=====

The following is a quantum chemistry calculation of one molecule with the formula CH2N3O2P at a distorted geometry, from the Open Molecules 2025 dataset.

Last column: natural (NBO) charge in e.
Positions of all 9 atoms, in Å:
P -0.12757 0.27579 -1.12157  1.0045
O 0.69445 -1.78295 0.31822  -0.3782
O 2.24160 -0.30658 -0.10893  -0.3326
N 0.57634 2.65737 0.35884  -0.2265
N 1.12126 -0.72342 -0.08435  0.3475
N -1.56907 -0.20520 0.11454  -1.0574
C 0.30297 1.65258 -0.10402  -0.1344
H -2.26646 -0.74567 -0.27514  0.3675
H -0.97351 -0.82192 0.90241  0.4095

Values from the calculation:
2S+1: 1
SMILES: N#CP(N)[N+](=O)[O-]
Orbital gap (hartree): 0.363
Energy relative to the best compared isomer or geometry (same formula, charge and spin) (kJ/mol): 111.1
HOMO (eV): -10.79

=====

The following is a quantum chemistry calculation of a 10-piece molecular cluster, C24H54O10 overall at a distorted geometry, from the Open Molecules 2025 dataset.

Last column: Mulliken spin population.
Positions of all 88 atoms, in Å:
O -3.39713 -3.84134 3.51693  0.0005
O 2.70581 -1.80310 -3.05600  0.0114
O 2.78622 0.28703 -0.93838  0.1599
O 1.21371 3.40746 -1.90165  0.0021
O 1.07785 -2.16849 4.14849  0.0001
O -2.45911 -2.52339 -2.27158  0.0025
O 0.44865 -0.43530 0.14539  0.6283
O 0.56053 1.74276 4.33196  0.0022
O -0.45072 -1.58384 -3.93420  0.0077
O -6.23854 1.40919 -2.18144  0.0001
C 2.82428 -1.83485 2.50648  0.0089
C 2.80407 -2.57810 -2.08858  0.0005
C -0.37236 2.39917 2.31995  -0.0020
C -7.04770 1.22248 0.04970  0.0000
C -1.70571 0.95939 4.03658  0.0002
C 4.20244 -3.17028 -1.74771  0.0011
C 1.62820 3.88780 -2.93107  -0.0003
C 3.69451 1.14589 -0.73548  -0.0224
C -1.99697 -2.25124 2.23196  0.0020
C -0.10858 -0.23304 -3.90103  0.0099
C 4.57282 1.62694 -1.98695  0.0233
C 1.55638 3.06228 -4.18537  0.0005
C -4.55206 1.47003 -0.56737  -0.0002
C 2.68707 -0.64955 4.94796  -0.0001
C -3.20257 -3.17119 -3.25879  0.0004
C 3.70669 1.85075 0.65597  0.0139
C -0.49318 1.72274 3.65252  0.0013
C -2.61962 -1.94196 4.73283  0.0001
C 2.06814 5.34136 -2.98042  0.0005
C -0.64478 0.19945 -0.53849  0.0361
C 1.65048 -3.10007 -1.33331  -0.0021
C -2.70049 -2.76452 3.49832  0.0001
C -5.96842 1.36600 -0.98861  -0.0001
C 2.10915 -1.57369 3.88194  0.0004
H -8.04364 1.35447 -0.37314  0.0000
H 1.63482 5.81795 -3.85974  0.0000
H 0.57099 2.28071 1.78690  -0.0001
H -6.88871 2.00196 0.79483  0.0000
H -1.64816 -1.57475 5.06377  0.0000
H -4.09239 2.21795 -1.21345  0.0000
H -7.04197 0.20894 0.45072  0.0000
H 0.52086 2.72620 -4.23879  0.0001
H -2.28949 1.40385 4.84266  0.0000
H -1.27193 -1.69130 -3.44875  -0.0026
H -2.29370 0.49539 3.24471  0.0001
H -1.81018 -3.12672 1.61008  -0.0007
H 0.71046 -2.63370 -1.62818  0.0070
H -0.93832 0.46305 -4.02384  -0.0013
H 2.56175 0.35159 4.53550  0.0000
H -1.24198 0.11477 4.54617  -0.0001
H 2.35166 -2.65530 1.96649  0.0005
H 5.01836 -2.69143 -2.28909  0.0001
H 1.72370 5.82011 -2.06377  0.0000
H 3.76558 -0.78357 5.03139  0.0000
H -1.60743 0.27449 -0.03274  0.0232
H 2.25852 2.26767 -3.93306  -0.0003
H 4.71638 0.92364 -2.80721  -0.0004
H 4.24672 2.59404 -2.36967  -0.0010
H 2.96411 1.54367 1.39245  0.0016
H -4.15774 0.46749 -0.73330  0.0001
H 0.63979 -0.09159 -4.68080  0.0020
H -0.28939 1.16757 -0.89140  0.0124
H 1.93538 3.62416 -5.03905  -0.0001
H 1.57299 -4.16559 -1.54954  0.0006
H 1.82077 -2.95932 -0.26593  -0.0023
H -3.15329 -2.56025 5.45464  -0.0001
H -2.56048 -3.40738 -4.10735  -0.0001
H -4.42304 1.83631 0.45109  0.0001
H 2.75659 -0.93588 1.89379  -0.0105
H 0.37045 0.12062 -2.98803  0.0025
H 4.64650 1.61615 1.15579  -0.0006
H -4.07552 -2.62622 -3.61803  -0.0001
H 2.32902 -0.74182 5.97333  0.0000
H 3.15240 5.35892 -3.09077  0.0000
H -2.47259 -3.10239 -1.50596  0.0003
H 4.47488 -3.13786 -0.69281  0.0000
H -2.72012 -1.60970 1.72841  0.0002
H -1.25253 2.06885 1.76831  0.0016
H 4.10514 -4.24253 -1.91777  -0.0001
H 1.26305 -0.37298 -0.35906  0.0075
H 5.61889 1.80489 -1.73757  -0.0001
H -3.56609 -4.08739 -2.79345  0.0005
H -3.34525 -1.13386 4.64039  0.0000
H -0.82374 -0.57997 -1.27915  0.0760
H 3.54106 2.92759 0.62329  -0.0002
H -0.49282 3.46584 2.50915  -0.0002
H 3.87967 -2.04698 2.67750  0.0002
H -0.98905 -1.83718 2.25951  -0.0026

Values from the calculation:
2S+1: 2
Orbital gap (alpha / beta) (hartree): 0.317 / 0.107
Charge: +1
Expectation value of S²: 0.755
HOMO (alpha / beta) (eV): -11.69 / -11.69

=====

| no. | calculated total energy (Eh) |
| --- | --- |
| 1 | -2309.86744 |
| 2 | -3108.48765 |
| 3 | -2471.26418 |
| 4 | -695.26090 |
| 5 | -1698.74591 |